(1)
# C45H86F5N13O9S

9 unconnected molecules or ions with the total composition C45H86F5N13O9S (ωB97M-V/def2-TZVPD, the OMol25 dataset).

Geometry as XYZ:
```
159
Properties=species:S:1:pos:R:3:lowdin_charge:R:1
C 4.485 1.636 2.176 -0.1255
O 4.551 1.106 0.806 -0.2443
C 3.255 0.510 0.509 -0.2360
C 2.569 1.297 -0.719 -0.1352
C 0.981 1.464 -0.395 -0.1872
C 0.190 0.841 -1.689 -0.1940
C -0.001 -0.741 -1.432 -0.1806
C -1.586 -1.046 -1.361 -0.2103
C -2.189 -1.035 0.138 -0.1440
C -3.572 -0.201 0.263 -0.0604
C -3.957 0.603 1.559 0.0546
C -5.276 1.454 1.678 -0.0279
C -5.527 2.221 3.055 -0.2451
F -6.871 2.155 3.536 0.0576
F -4.725 1.523 4.048 0.0067
C -4.933 3.741 3.058 -0.2904
F -3.642 3.818 2.471 0.0911
F -4.736 4.064 4.454 0.0542
F -5.850 4.701 2.569 0.0848
C -6.290 1.556 0.515 -0.0457
C -7.634 2.418 0.499 -0.1443
C -7.693 3.478 -0.729 -0.1998
C -6.745 4.764 -0.527 -0.1810
C -5.163 4.436 -0.699 -0.2178
N -4.417 5.453 -1.522 -0.0316
C -3.352 6.026 -0.614 -0.4481
N -2.274 5.375 -0.233 0.1264
N -3.647 7.418 -0.125 0.0495
C -5.949 0.715 -0.788 -0.1995
N -6.727 0.595 -1.991 -0.2996
S -5.979 -0.424 -3.134 0.9501
N -4.593 -0.784 -2.207 -0.2807
C -4.616 -0.150 -0.917 -0.1910
H 4.544 0.777 2.940 0.0965
H 5.404 2.319 2.296 0.0937
H 3.536 2.288 2.320 0.0980
H 3.364 -0.600 0.227 0.1017
H 2.578 0.549 1.430 0.0967
H 2.680 0.691 -1.688 0.0992
H 2.986 2.345 -0.908 0.1168
H 0.687 2.568 -0.269 0.1002
H 0.634 0.892 0.532 0.0861
H -0.783 1.437 -1.776 0.0973
H 0.774 1.003 -2.665 0.1005
H 0.430 -1.084 -0.408 0.0811
H 0.526 -1.388 -2.237 0.0945
H -1.818 -2.053 -1.859 0.1088
H -2.113 -0.246 -2.005 0.0843
H -2.325 -2.130 0.452 0.1185
H -1.381 -0.589 0.836 0.1023
H -3.185 0.534 2.408 0.1121
H -8.502 1.675 0.306 0.1275
H -7.869 2.969 1.471 0.1078
H -8.780 3.854 -0.812 0.1146
H -7.429 3.022 -1.744 0.0954
H -6.929 5.333 0.449 0.0955
H -7.005 5.507 -1.381 0.1134
H -4.694 4.419 0.350 0.0858
H -4.993 3.378 -1.149 0.1251
H -3.948 4.910 -2.268 0.1026
H -2.293 4.432 -0.670 0.0507
H -3.862 7.950 -0.998 0.0767
H -4.592 7.307 0.312 0.0726
C 0.909 -2.546 2.457 -0.3114
O 1.029 -1.638 1.652 -0.0121
N 1.922 -3.344 2.898 -0.1967
C 1.703 -4.406 3.859 -0.0565
C 3.262 -3.122 2.389 -0.0391
H -0.066 -2.797 2.904 0.1347
H 2.315 -4.217 4.745 0.0911
H 1.997 -5.359 3.410 0.0888
H 0.654 -4.458 4.154 0.0863
H 3.572 -2.103 2.631 0.0885
H 3.255 -3.239 1.302 0.0902
H 3.962 -3.833 2.831 0.0884
C -0.596 -0.773 -5.858 -0.3376
O -0.856 -0.209 -4.808 0.0028
N 0.528 -1.504 -6.109 -0.1900
C 0.757 -2.143 -7.389 -0.0667
C 1.526 -1.650 -5.067 -0.0525
H -1.282 -0.730 -6.719 0.1262
H 0.855 -3.221 -7.236 0.0568
H 1.682 -1.749 -7.822 0.0865
H -0.069 -1.953 -8.077 0.0857
H 1.067 -2.123 -4.196 0.0806
H 1.887 -0.661 -4.779 0.0818
H 2.361 -2.257 -5.417 0.0765
C 5.344 -1.181 -3.831 -0.3199
O 4.132 -1.093 -3.939 -0.0039
N 6.005 -1.709 -2.764 -0.1906
C 7.452 -1.778 -2.711 -0.0599
C 5.236 -2.218 -1.646 -0.0380
H 6.021 -0.825 -4.624 0.1287
H 7.755 -2.824 -2.611 0.0934
H 7.803 -1.212 -1.844 0.0978
H 7.899 -1.362 -3.615 0.0415
H 4.575 -3.014 -1.998 0.0941
H 4.625 -1.411 -1.236 0.0686
H 5.899 -2.607 -0.871 0.0900
C -2.590 -2.323 7.740 -0.3458
O -1.743 -2.961 7.142 0.0043
N -3.034 -1.080 7.390 -0.2033
C -4.048 -0.382 8.153 -0.0618
C -2.473 -0.440 6.217 -0.0450
H -3.080 -2.719 8.644 0.1306
H -4.903 -0.178 7.503 0.0790
H -3.633 0.562 8.516 0.0904
H -4.380 -0.978 9.005 0.0840
H -2.658 -1.069 5.344 0.0907
H -1.394 -0.333 6.351 0.0940
H -2.923 0.543 6.064 0.0803
C -7.636 -4.237 8.609 -0.3461
O -7.978 -4.517 9.743 0.0119
N -7.843 -3.033 7.998 -0.2075
C -7.406 -2.773 6.642 -0.0596
C -8.520 -1.982 8.732 -0.0490
H -7.115 -4.964 7.967 0.1301
H -6.705 -1.934 6.649 0.0748
H -8.277 -2.516 6.032 0.0901
H -6.914 -3.647 6.213 0.0860
H -7.951 -1.753 9.636 0.0909
H -9.514 -2.331 9.022 0.0932
H -8.611 -1.084 8.118 0.0863
C 1.261 -6.367 -8.177 -0.3314
O 0.576 -5.534 -7.613 0.0098
N 2.505 -6.147 -8.692 -0.2036
C 3.262 -7.192 -9.352 -0.0633
C 3.089 -4.826 -8.575 -0.0464
H 0.911 -7.402 -8.319 0.1310
H 4.202 -7.344 -8.816 0.0892
H 3.473 -6.884 -10.379 0.0890
H 2.703 -8.130 -9.368 0.0840
H 3.164 -4.560 -7.518 0.0927
H 2.439 -4.102 -9.074 0.0879
H 4.081 -4.803 -9.031 0.0881
C 3.979 3.966 5.384 -0.3367
O 4.839 3.316 4.818 0.0044
N 3.541 5.199 4.996 -0.2057
C 2.510 5.914 5.721 -0.0643
C 4.126 5.813 3.820 -0.0425
H 3.471 3.591 6.286 0.1302
H 1.667 6.101 5.051 0.0907
H 2.916 6.866 6.071 0.0881
H 2.163 5.336 6.579 0.0826
H 3.959 5.164 2.957 0.0891
H 5.202 5.925 3.972 0.0935
H 3.678 6.791 3.635 0.0876
C 10.127 -0.868 -5.460 -0.3203
O 9.780 -1.147 -4.325 -0.0067
N 9.925 0.333 -6.073 -0.2020
C 10.368 0.591 -7.428 -0.0619
C 9.246 1.388 -5.344 -0.0367
H 10.650 -1.598 -6.099 0.1335
H 11.071 1.428 -7.421 0.0902
H 9.501 0.847 -8.043 0.0900
H 10.861 -0.286 -7.853 0.0840
H 9.812 1.617 -4.438 0.0972
H 8.251 1.040 -5.057 0.0854
H 9.159 2.284 -5.959 0.0893
```

As for the spin multiplicity: 1.

(2)
# C45H93N3O12

12 unconnected molecules or ions with the total composition C45H93N3O12 (ωB97M-V/def2-TZVPD, the OMol25 dataset).

Geometry as XYZ:
```
153
Properties=species:S:1:pos:R:3:lowdin_charge:R:1
C 2.469 -4.584 3.350 -0.3411
O 3.249 -4.622 4.309 -0.0088
N 1.123 -4.523 3.421 -0.1719
C 0.404 -4.456 4.680 -0.0523
C 0.239 -4.501 2.201 -0.0279
H 2.740 -4.507 2.286 0.1293
H -0.153 -3.521 4.633 0.0665
H 1.135 -4.459 5.489 0.0906
H -0.333 -5.238 4.866 0.0893
H 0.787 -4.657 1.272 0.0692
H -0.379 -5.399 2.213 0.0854
H -0.474 -3.679 2.137 0.0657
C 3.237 4.488 2.480 -0.3736
O 2.951 5.072 3.563 -0.0456
N 2.440 4.301 1.479 -0.1570
C 2.967 3.641 0.239 0.0003
C 1.076 4.818 1.414 -0.0255
H 4.245 4.068 2.342 0.1309
H 3.860 3.041 0.413 0.0497
H 3.204 4.491 -0.401 0.1019
H 2.130 3.017 -0.075 0.0637
H 0.619 5.021 2.383 0.0726
H 1.008 5.726 0.816 0.0992
H 0.345 4.120 1.005 0.0616
C 3.399 0.832 -5.037 -0.3808
O 3.566 0.002 -5.912 0.0062
N 3.164 0.560 -3.752 -0.1575
C 3.045 1.714 -2.811 -0.0348
C 3.078 -0.795 -3.183 -0.0103
H 3.335 1.920 -5.189 0.1272
H 2.857 2.640 -3.355 0.0799
H 3.945 1.632 -2.202 0.0764
H 2.180 1.695 -2.148 0.0551
H 4.038 -0.949 -2.691 0.0887
H 2.206 -0.874 -2.535 0.0704
H 2.963 -1.554 -3.957 0.0784
C -0.324 -4.657 -3.244 -0.2195
C 0.814 -4.966 -2.422 -0.1946
C 1.842 -3.941 -2.901 -0.2158
O 1.471 -3.669 -4.222 -0.1105
C 0.169 -4.136 -4.547 -0.1709
H -0.820 -3.930 -2.602 0.1083
H -0.994 -5.513 -3.324 0.1257
H 1.161 -5.956 -2.717 0.1220
H 0.716 -4.811 -1.347 0.1089
H 2.885 -4.209 -2.735 0.1321
H 1.633 -3.111 -2.226 0.0853
H 0.104 -4.911 -5.311 0.1276
H -0.537 -3.346 -4.802 0.1038
C -2.745 2.511 5.408 -0.1386
C -1.854 3.767 5.261 -0.1385
C -2.062 4.065 3.778 -0.2171
O -2.059 2.789 3.199 -0.1602
C -2.512 1.774 4.053 -0.2163
H -3.819 2.696 5.402 0.1084
H -2.422 1.864 6.224 0.1087
H -0.800 3.591 5.475 0.1073
H -2.223 4.643 5.795 0.1109
H -1.307 4.674 3.280 0.1031
H -3.012 4.578 3.631 0.1172
H -1.670 1.093 4.182 0.1008
H -3.452 1.290 3.789 0.1067
C -5.949 -1.971 -2.471 -0.1503
C -6.294 -0.857 -1.549 -0.1749
C -5.117 0.110 -1.663 -0.2173
O -4.124 -0.589 -2.353 -0.1833
C -4.381 -1.988 -2.485 -0.1459
H -6.385 -1.764 -3.448 0.1161
H -6.343 -2.946 -2.184 0.1094
H -6.437 -1.197 -0.523 0.0991
H -7.201 -0.338 -1.858 0.1127
H -4.703 0.294 -0.672 0.1002
H -5.383 1.079 -2.087 0.1163
H -3.823 -2.470 -1.682 0.1050
H -3.948 -2.299 -3.436 0.1168
C -1.743 3.591 -2.913 -0.1736
C -2.308 3.033 -1.616 -0.1496
C -2.029 4.193 -0.673 -0.1368
O -0.681 4.598 -1.135 -0.1737
C -0.455 4.207 -2.494 -0.2057
H -2.383 4.387 -3.294 0.1193
H -1.678 2.871 -3.729 0.0999
H -1.822 2.076 -1.428 0.1024
H -3.362 2.776 -1.729 0.1071
H -2.115 3.885 0.369 0.1033
H -2.613 5.112 -0.718 0.1210
H 0.382 3.512 -2.561 0.0996
H -0.163 5.035 -3.141 0.1203
C 6.174 1.694 0.525 -0.1662
C 7.411 1.108 -0.215 -0.1804
C 6.820 0.165 -1.204 -0.1640
O 5.609 -0.265 -0.453 -0.1783
C 5.310 0.461 0.763 -0.1892
H 5.656 2.338 -0.186 0.0894
H 6.481 2.212 1.433 0.1120
H 8.068 0.559 0.459 0.1160
H 8.020 1.878 -0.689 0.1145
H 7.506 -0.626 -1.507 0.1210
H 6.466 0.724 -2.070 0.1092
H 5.566 -0.040 1.697 0.1119
H 4.230 0.607 0.802 0.1016
C 0.104 -0.243 -6.233 -0.1705
C -0.556 0.645 -5.175 -0.1636
C -1.449 -0.392 -4.598 -0.2072
O -1.916 -1.183 -5.741 -0.1647
C -0.937 -1.194 -6.817 -0.1593
H 0.932 -0.793 -5.786 0.1002
H 0.572 0.454 -6.928 0.1124
H -1.176 1.394 -5.667 0.1154
H 0.097 1.062 -4.408 0.1088
H -2.359 -0.065 -4.094 0.1057
H -0.943 -1.033 -3.876 0.0975
H -1.368 -0.777 -7.727 0.1134
H -0.547 -2.201 -6.964 0.1070
C -5.450 -1.716 2.469 -0.1608
C -4.860 -2.088 3.812 -0.1796
C -3.367 -2.138 3.623 -0.1926
O -3.393 -2.768 2.375 -0.1746
C -4.434 -2.336 1.479 -0.1717
H -5.331 -0.638 2.358 0.1033
H -6.487 -2.042 2.396 0.1149
H -5.339 -3.031 4.074 0.1194
H -5.198 -1.329 4.518 0.1105
H -2.708 -2.714 4.274 0.1194
H -2.862 -1.176 3.542 0.1002
H -4.856 -3.208 0.980 0.1207
H -4.111 -1.598 0.745 0.0872
C -0.827 -1.252 0.310 -0.1444
C -0.821 0.142 0.981 -0.1112
C 0.283 0.835 0.170 -0.2216
O 0.411 0.133 -1.018 -0.1509
C -0.488 -0.949 -1.100 -0.2053
H -1.791 -1.753 0.392 0.0991
H -0.067 -1.840 0.824 0.1029
H -0.585 -0.014 2.033 0.0961
H -1.752 0.687 0.825 0.1105
H 1.273 0.812 0.626 0.1086
H 0.093 1.886 -0.045 0.0954
H -0.018 -1.758 -1.660 0.1027
H -1.344 -0.560 -1.651 0.1082
C 2.116 1.111 3.818 -0.1402
C 2.497 -0.405 3.745 -0.1609
C 1.624 -1.015 4.803 -0.2036
O 1.840 -0.109 5.889 -0.1306
C 1.952 1.208 5.338 -0.1951
H 1.189 1.367 3.303 0.0940
H 2.912 1.786 3.507 0.0931
H 3.571 -0.584 3.804 0.1185
H 2.245 -0.858 2.786 0.0959
H 2.020 -2.012 4.998 0.1086
H 0.544 -1.069 4.671 0.1133
H 2.862 1.699 5.681 0.1202
H 1.091 1.807 5.634 0.1046
```

As for the spin multiplicity: 1.

(3)
# C45H95F6O25

9 unconnected molecules or ions with the total composition C45H95F6O25 (ωB97M-V/def2-TZVPD, the OMol25 dataset).

Geometry as XYZ:
```
171
Properties=species:S:1:pos:R:3:lowdin_charge:R:1
O 0.251 0.062 0.824 -0.0895
C -0.486 1.322 0.758 -0.7188
O -1.263 1.534 -0.177 0.0078
O -0.284 2.094 1.786 -0.0745
H 0.503 0.261 1.798 0.0851
C 2.774 1.456 0.694 -0.0720
O 3.973 1.120 -0.008 -0.1761
C 4.128 -0.271 0.113 -0.2219
C 5.199 -0.729 -0.853 -0.1899
O 5.625 -2.038 -0.529 -0.1608
C 6.748 -2.465 -1.272 -0.2088
C 6.844 -3.974 -1.269 -0.1873
O 7.703 -4.491 -0.255 -0.1899
C 7.289 -4.142 1.040 -0.1275
H 1.972 0.805 0.318 0.0519
H 2.464 2.484 0.557 0.0825
H 2.945 1.173 1.742 0.0809
H 3.174 -0.762 -0.117 0.1251
H 4.463 -0.462 1.141 0.1304
H 6.058 -0.088 -0.555 0.1348
H 4.947 -0.517 -1.895 0.1255
H 7.683 -1.996 -0.943 0.1365
H 6.560 -2.183 -2.325 0.1233
H 7.211 -4.360 -2.219 0.1218
H 5.865 -4.456 -1.119 0.1299
H 6.387 -4.721 1.270 0.0831
H 7.105 -3.068 1.148 0.0871
H 8.075 -4.349 1.766 0.0889
C -0.224 4.063 -5.677 -0.1097
O 0.105 3.109 -4.696 -0.2422
C 1.204 2.325 -5.051 -0.2100
C 1.516 1.331 -3.966 -0.2111
O 0.425 0.508 -3.756 -0.0940
C 0.414 -0.175 -2.517 -0.1805
C 1.005 -1.544 -2.578 -0.1866
O 2.383 -1.450 -2.831 -0.1942
C 3.094 -2.645 -3.083 -0.0953
H 0.665 4.645 -5.983 0.0926
H -0.914 4.803 -5.271 0.0757
H -0.687 3.566 -6.542 0.0949
H 2.090 2.967 -5.157 0.1310
H 0.956 1.783 -5.975 0.1323
H 1.791 1.864 -3.047 0.1224
H 2.395 0.778 -4.325 0.1277
H -0.632 -0.263 -2.216 0.0790
H 0.897 0.424 -1.733 0.1212
H 0.517 -1.998 -3.456 0.1156
H 0.813 -2.121 -1.670 0.1235
H 3.232 -3.173 -2.126 0.0917
H 4.041 -2.417 -3.574 0.0804
H 2.550 -3.298 -3.792 0.0861
C -1.087 -4.679 0.038 -0.1105
O -1.672 -3.504 0.542 -0.1818
C -1.827 -2.396 -0.344 -0.1569
C -2.351 -2.688 -1.719 -0.1943
O -1.605 -3.590 -2.505 -0.1723
C -2.197 -3.864 -3.740 -0.2153
C -1.160 -4.258 -4.753 -0.1912
O -0.715 -5.582 -4.680 -0.1602
C -0.307 -5.989 -3.416 -0.1254
H -1.729 -5.183 -0.692 0.0732
H -0.994 -5.385 0.867 0.0870
H -0.106 -4.475 -0.408 0.0906
H -0.869 -1.872 -0.343 0.1033
H -2.550 -1.745 0.143 0.1284
H -2.386 -1.714 -2.235 0.0802
H -3.385 -3.062 -1.741 0.1401
H -2.731 -2.983 -4.127 0.0774
H -2.970 -4.633 -3.593 0.1457
H -0.340 -3.530 -4.683 0.1156
H -1.570 -4.139 -5.755 0.1296
H -1.095 -6.012 -2.662 0.0720
H 0.514 -5.365 -3.024 0.0911
H 0.136 -6.988 -3.474 0.0884
C -1.724 3.811 -2.617 -0.1081
O -0.865 4.480 -1.755 -0.1275
C 0.437 4.037 -1.901 -0.2214
C 1.325 4.913 -1.061 -0.2286
O 0.985 4.750 0.259 -0.1016
C 1.829 5.442 1.133 -0.2048
C 1.482 5.020 2.540 -0.2345
O 0.200 5.414 2.869 -0.1462
C 0.204 6.557 3.658 -0.1336
H -1.575 4.087 -3.678 0.0617
H -2.783 3.972 -2.431 0.0809
H -1.569 2.734 -2.481 0.0723
H 0.717 4.156 -2.959 0.1175
H 0.616 2.993 -1.617 0.1193
H 1.176 5.950 -1.401 0.1303
H 2.355 4.599 -1.306 0.1290
H 1.755 6.532 0.995 0.1268
H 2.870 5.108 0.943 0.1279
H 2.226 5.373 3.266 0.1209
H 1.543 3.929 2.577 0.1170
H -0.838 6.837 3.775 0.0876
H 0.751 7.383 3.171 0.0851
H 0.708 6.401 4.622 0.0844
C -3.292 2.209 3.524 -0.1264
O -3.713 2.586 2.267 -0.1429
C -5.052 2.979 2.299 -0.2315
C -5.544 3.309 0.909 -0.2232
O -4.883 4.426 0.436 -0.0858
C -5.489 4.975 -0.712 -0.2046
C -4.867 6.292 -1.038 -0.2343
O -3.520 6.096 -1.352 -0.1819
C -2.900 7.206 -1.944 -0.1104
H -3.330 3.039 4.240 0.0966
H -2.253 1.894 3.501 0.0669
H -3.904 1.351 3.827 0.0824
H -5.173 3.807 3.020 0.1293
H -5.698 2.166 2.699 0.1265
H -6.622 3.508 1.032 0.1227
H -5.438 2.396 0.312 0.1318
H -6.569 5.155 -0.521 0.1270
H -5.440 4.327 -1.603 0.1331
H -4.972 7.046 -0.236 0.1309
H -5.361 6.821 -1.878 0.1242
H -3.360 7.461 -2.920 0.0880
H -1.840 6.999 -2.042 0.0807
H -3.034 8.121 -1.332 0.0883
C 2.224 -0.106 4.143 -0.1298
O 2.191 -0.896 5.275 -0.1598
C 3.322 -1.733 5.367 -0.2188
C 3.171 -2.744 6.474 -0.1804
O 2.117 -3.681 6.309 -0.1054
C 2.173 -4.458 5.164 -0.2263
C 3.431 -5.236 4.851 -0.2256
O 4.447 -4.414 4.356 -0.1946
C 5.611 -5.118 4.020 -0.1009
H 2.905 0.738 4.315 0.0959
H 1.215 0.219 3.908 0.0806
H 2.614 -0.615 3.250 0.0803
H 4.230 -1.137 5.572 0.1380
H 3.465 -2.299 4.436 0.1079
H 2.956 -2.205 7.405 0.1314
H 4.105 -3.282 6.680 0.1214
H 1.844 -3.898 4.265 0.1368
H 1.342 -5.174 5.182 0.1303
H 3.163 -6.104 4.234 0.1271
H 3.768 -5.668 5.819 0.1375
H 6.238 -5.303 4.910 0.0949
H 6.241 -4.455 3.425 0.0655
H 5.354 -6.049 3.515 0.0927
C -1.938 -1.478 3.083 -0.0348
C -2.056 -0.899 4.475 -0.1498
O -3.461 -1.032 4.869 0.0460
C -3.740 -1.926 5.736 -0.4798
O -3.032 -2.784 6.092 0.1840
C -5.200 -1.845 6.228 -0.6018
F -5.773 -0.745 5.869 0.2068
F -5.861 -2.909 5.811 0.1822
F -5.256 -1.878 7.565 0.1549
H -2.530 -0.949 2.343 0.0838
H -2.144 -2.548 3.088 0.0838
H -0.891 -1.395 2.765 0.0760
H -1.797 0.152 4.546 0.1048
H -1.463 -1.403 5.237 0.1230
C -2.769 0.279 -3.327 -0.0496
C -4.087 -0.302 -2.944 -0.1813
O -4.963 -0.438 -4.064 0.0624
C -4.882 -1.521 -4.805 -0.3597
O -4.249 -2.512 -4.575 0.1301
C -5.870 -1.456 -5.987 -0.5107
F -6.525 -0.283 -6.089 0.1566
F -5.202 -1.646 -7.124 0.1691
F -6.780 -2.455 -5.850 0.1481
H -2.235 -0.351 -4.044 0.0977
H -2.110 0.416 -2.464 0.0593
H -2.874 1.261 -3.794 0.0945
H -4.629 0.238 -2.176 0.1378
H -3.939 -1.300 -2.523 0.0831
```

Its energy relative to the best compared isomer or geometry (same formula, charge and spin) is 0.00 kcal per mole. The net charge is -1. As for the spin multiplicity: 1.

| no. | E_LUMO (eV) | orbital gap (eV) |
| --- | --- | --- |
| 1 | -1.3 | 7.09 |
| 2 | 0.4 | 9.39 |
| 3 | 2.1 | 7.55 |